[1]
Entry from the Open Molecules 2025 dataset: C25H31BrIrN4PS3 as an isolated structure (ωB97M-V with the def2-TZVPD basis set).

Spin multiplicity ... 1
Gap between HOMO and LUMO ... 0.214 Eh
Net charge ... +2
Maximum force ... 1.16 eV/Å
Energy above the lowest of the compared OMol25 structures with the same formula, charge and spin ... 104.32 kJ/mol

Cartesian coordinates (Å):
Ir -0.4159 0.3309 -0.5548
Br 0.5227 -0.8277 -3.5007
S 1.5808 0.0798 0.4031
S 0.6142 -2.7260 -0.3428
S 0.4211 -5.5752 0.5255
P -1.8279 -0.0827 1.1211
N 1.7653 -3.5308 1.7494
N -1.8268 -0.1026 -2.2436
N 2.0001 -2.1900 1.7302
N 1.4421 3.0023 -3.1947
C 0.0306 2.8841 -2.6115
C -0.0076 5.0314 0.4846
C -0.9981 -0.4869 2.6749
C -3.4636 -0.4373 -4.4645
C -2.1038 -0.6837 -4.5527
C -3.1534 0.1371 -2.1778
C 0.9783 -4.0670 0.7526
C 2.2687 -4.2531 2.8901
C 2.6633 -4.3325 5.2456
C -2.9584 1.2761 1.5125
C 2.1892 -3.6508 4.1377
C 1.4643 -1.6373 0.7063
C -0.0958 2.2750 -0.1239
C 0.0149 2.7362 1.1913
C -2.8901 -1.5179 0.8296
C 3.2168 -5.5975 5.1021
C 1.8167 4.4111 -3.5269
C -0.0603 4.5973 -0.8251
C 3.3073 -6.1761 3.8456
C 2.8347 -5.5068 2.7264
C 0.0677 4.0873 1.4959
C -3.9977 -0.0127 -3.2553
C -0.0505 3.2379 -1.1549
C 2.4985 2.3784 -2.3433
C -1.3363 -0.4964 -3.4193
H -3.6118 0.9707 2.3312
H -5.0521 0.1968 -3.1466
H 2.9210 -5.9511 1.7472
H 3.4287 2.3756 -2.9061
H -0.2720 1.8555 -2.7954
H -1.7591 -0.5889 3.4507
H -3.5300 0.4664 -1.2219
H -0.1255 5.3303 -1.6215
H 1.4191 2.4828 -4.0728
H 1.8284 4.9878 -2.6076
H -0.2878 0.2832 2.9629
H -2.2881 -2.4171 0.6981
H 1.7643 -2.6613 4.2369
H -0.4614 -1.4296 2.5791
H 0.0699 2.0263 2.0023
H -0.5843 3.5423 -3.2244
H 3.5812 -6.1297 5.9701
H 2.2069 1.3633 -2.0918
H -3.5275 -1.3918 -0.0420
H 2.8087 4.4066 -3.9712
H -0.0137 6.0883 0.7121
H -3.5706 1.5325 0.6479
H 3.7581 -7.1518 3.7270
H -2.3986 2.1611 1.8054
H -1.6428 -1.0172 -5.4707
H 0.1532 4.4011 2.5282
H 1.0924 4.8180 -4.2280
H 2.6039 2.9700 -1.4378
H 2.5960 -3.8754 6.2234
H -3.5208 -1.6397 1.7125
H -4.0970 -0.5794 -5.3300

[2]
Entry from the Open Molecules 2025 dataset: C25H31Cl2NO4Pb as an isolated structure (ωB97M-V with the def2-TZVPD basis set).

Spin multiplicity ... 1
Gap between HOMO and LUMO (spin up / spin down) ... 0.128 / 0.130 Eh
Net charge ... -2
Maximum force ... 1.85 eV/Å
Energy above the lowest of the compared OMol25 structures with the same formula, charge and spin ... 20.22 kJ/mol

Cartesian coordinates (Å):
Pb -0.2677 -1.3361 0.7035
Cl 1.4287 -2.6175 -0.6326
Cl -2.2083 -2.2957 -0.5862
O 2.6048 -0.6328 2.3735
O 0.9544 -2.1634 2.5069
O 0.8464 0.4560 0.5439
O -1.5234 -0.4266 2.3133
N -0.8066 -1.6408 4.5586
C -0.1305 -1.3921 -3.5929
C -1.7655 -4.9103 2.2445
C 1.6151 2.9197 -1.5018
C -2.6363 0.3182 -2.5810
C 0.2575 -0.5974 6.4316
C -0.0978 -0.0831 -2.9196
C 2.5971 -0.0285 6.4678
C -0.7138 1.8738 -1.8613
C -0.3672 -4.0204 4.0228
C 0.7020 1.8639 -1.9737
C 2.4589 0.1739 -2.8269
C 0.3009 -6.1434 2.8068
C -0.6409 -5.0028 3.0619
C 0.3825 -1.1824 5.1633
C 1.7820 -1.3126 3.0189
C -2.6648 -3.8567 2.3699
C 1.3405 -0.0243 7.0821
C -1.1752 -2.8522 4.0046
C -1.2140 0.6824 -2.4623
C 0.7910 -4.1554 4.9426
C 2.7371 -0.5502 5.1805
C -1.5286 2.9111 -1.1996
C -2.3959 -2.8538 3.2852
C 1.0853 0.6421 -2.5975
C 1.6389 -1.0680 4.4977
H -0.7349 -0.5947 6.8768
H -3.2114 0.7666 -1.7633
H 0.6247 -6.6312 3.7287
H 3.1675 0.7645 -2.2371
H 3.4578 0.3989 6.9818
H -1.9288 -5.6835 1.4927
H -1.1136 -1.8578 -3.4906
H 1.8457 3.6364 -2.3066
H 1.6931 -3.6971 4.5170
H -3.5350 -3.7886 1.7230
H -1.7322 0.4953 2.0749
H 2.5629 2.4902 -1.1595
H 1.7032 0.2343 0.9838
H 1.1639 3.4799 -0.6747
H 2.5588 -0.8790 -2.5304
H -2.7576 -0.7671 -2.4930
H 1.1893 -5.8093 2.2538
H 0.1044 -1.2852 -4.6619
H -0.2090 -6.8840 2.1842
H 0.5977 -3.6799 5.9065
H -2.3965 2.4570 -0.7078
H -1.8944 3.6574 -1.9189
H 2.7336 0.2740 -3.8873
H -3.0605 0.6600 -3.5373
H 3.6976 -0.5004 4.6612
H -0.9396 3.4330 -0.4393
H 1.0106 -5.2112 5.1116
H 1.1958 0.4257 8.0621
H 0.5974 -2.0728 -3.1346
H -3.0832 -2.0159 3.3888
H -1.3314 -0.8632 4.1238

[3]
Entry from the Open Molecules 2025 dataset: C25H31FeN6O4S3 as an isolated structure (ωB97M-V with the def2-TZVPD basis set).

Spin multiplicity ... 6
Gap between HOMO and LUMO (spin up / spin down) ... 0.315 / 0.230 Eh
Net charge ... +2
Maximum force ... 2.48 eV/Å
Energy above the lowest of the compared OMol25 structures with the same formula, charge and spin ... 1.46 kJ/mol

Cartesian coordinates (Å):
Fe -0.5775 -1.5286 0.1388
S -1.9567 -5.9822 1.6862
S -1.5911 -2.1120 -1.9142
S 0.9154 1.4764 -0.6671
O 0.5189 2.5225 -1.5519
O 1.2901 -2.0137 0.1815
O 2.7042 -1.4704 1.8254
O -0.1122 0.4298 -0.4880
N 0.0933 -1.0530 -3.6447
N -1.7166 -1.1116 2.0353
N -1.4680 -3.6166 0.9048
N -3.0199 -1.8022 3.6796
N -2.2141 -0.6552 -3.9744
N 2.2174 0.7328 -1.3770
C -2.3164 0.0849 -5.2382
C 0.8919 -1.3572 -5.9783
C -2.3835 2.2342 3.5087
C -2.4159 -4.6892 2.6991
C -1.1827 -1.1501 -3.3236
C 3.2939 3.0913 4.6008
C -2.9461 -0.4258 3.8085
C -3.5237 0.4588 4.7083
C -1.8322 1.3576 2.5989
C 2.1271 3.2256 0.9962
C -2.0808 -3.4999 2.1238
C -2.2759 -2.1582 2.6177
C 1.4352 2.0227 0.9154
C 0.7467 -0.4121 -4.7905
C 2.7213 3.5705 2.1952
C 3.4196 0.3065 -0.6422
C -1.3428 -4.8609 0.5511
C -3.2197 1.7946 4.5451
C -2.3145 1.5930 -5.0142
C -2.1134 0.0016 2.7612
C 1.3153 1.1765 2.0115
C 3.4695 -1.2047 -0.4157
C 2.6429 2.7245 3.3038
C 1.9211 1.5336 3.1993
C 2.4450 -1.5952 0.6522
H 2.4230 1.2380 -2.2304
H -3.1849 1.9009 -4.4359
H 2.1888 3.8681 0.1270
H -2.8819 -4.8707 3.6538
H 0.1999 0.4859 -5.0676
H 2.5389 3.4626 5.2971
H 3.2739 -1.7469 -1.3403
H -3.0943 -0.7924 -3.4990
H -2.3475 2.1037 -5.9753
H -3.6371 2.5213 5.2277
H -1.5175 -0.2139 -5.9105
H 1.7344 -0.1055 -4.4489
H -0.0741 -1.7327 -6.3159
H 3.4813 0.8049 0.3267
H 3.7600 2.2235 5.0654
H 0.7094 -1.5847 -3.0482
H -0.8949 -5.1766 -0.3792
H 1.5136 -2.2144 -5.7220
H 1.8609 0.8667 4.0491
H -3.2595 -0.2166 -5.6913
H 3.2659 4.5023 2.2701
H -4.1779 0.1170 5.4986
H -2.1754 3.2916 3.4200
H -1.4212 1.9160 -4.4780
H 4.4558 -1.4651 -0.0350
H -1.2163 1.7047 1.7820
H -3.5524 -2.4208 4.2692
H 0.7674 0.2500 1.9268
H 4.0416 3.8691 4.4644
H 4.2909 0.6047 -1.2234
H 1.3645 -0.8293 -6.8054

[4]
Entry from the Open Molecules 2025 dataset: C25H31IrN4OP as an isolated structure (ωB97M-V with the def2-TZVPD basis set).

Spin multiplicity ... 1
Gap between HOMO and LUMO ... 0.309 Eh
Net charge ... +3
Maximum force ... 0.48 eV/Å

Cartesian coordinates (Å):
Ir -0.1898 1.0700 -0.3829
P -0.2242 -1.2067 -0.1670
O -2.6233 2.3685 -1.1460
N 1.8672 1.2539 -0.0551
N -2.2460 1.1203 -0.6736
N -0.3239 1.7103 1.5517
N 0.0124 3.2571 -0.5982
C 0.4181 -1.4049 -1.8256
C -3.1751 -3.9150 0.3551
C -3.0515 -1.1585 -0.1283
C -4.3424 -3.1841 0.2276
C 0.3532 -2.0110 2.3938
C 1.0871 -2.4749 -2.4028
C 2.1779 -2.1877 0.8067
C -1.8662 -1.9060 0.0142
C 1.0308 2.0593 2.1235
C 1.4668 3.6333 -0.6601
C 1.3551 -1.1834 -4.4268
C -3.1704 0.2561 -0.4792
C 2.1342 1.3017 1.4155
C 2.5368 -2.7039 3.1295
C 3.0204 -2.5963 1.8317
C 1.2059 -2.4110 3.4110
C -1.9439 -3.2716 0.2521
C -4.2759 -1.8184 -0.0170
C 0.2054 -0.2335 -2.5778
C -0.7247 3.9278 0.5347
C -1.2151 2.9142 1.5793
C 2.3401 2.4120 -0.8781
C 1.5515 -2.3552 -3.7078
C 0.8413 -1.8951 1.0875
C 0.6789 -0.1020 -3.8706
H 3.3815 2.6423 -0.6445
H -1.2051 3.3499 2.5793
H 1.7379 4.1365 0.2652
H -5.1967 -1.2590 -0.1287
H -0.7282 0.9769 2.1301
H -3.2122 -4.9810 0.5346
H -4.1944 0.5904 -0.6441
H -2.2242 2.5771 1.3647
H 1.7176 -1.1118 -5.4437
H 3.1040 1.7629 1.6081
H -5.3054 -3.6691 0.3115
H 1.6372 4.3528 -1.4604
H -1.0369 -3.8527 0.3725
H 3.1940 -3.0345 3.9227
H -0.0734 4.6751 0.9831
H -0.6940 -1.8305 2.6126
H -3.5303 2.3227 -1.4964
H -0.5223 0.5814 -2.2550
H 2.1712 0.2685 1.7580
H 4.0507 -2.8449 1.6144
H 2.2981 2.0774 -1.9153
H -0.4365 3.5556 -1.4575
H 2.0714 -3.1837 -4.1699
H -1.5838 4.4588 0.1351
H 2.3560 0.4342 -0.4122
H 1.0167 1.8434 3.1911
H 1.2597 -3.3861 -1.8438
H 0.8298 -2.5154 4.4200
H 0.4866 0.7867 -4.4569
H 1.1588 3.1321 2.0138
H 2.5615 -2.1210 -0.2053